No. 1
Molecular formula: C28H42N7O2
Method: DFT, wB97M-V/def2-TZVPD

Total charge: +1

Each line ends with the Löwdin charge.
CARTESIAN COORDINATES (ANGSTROEM)
1 C 5.072 0.237 0.498  -0.066
2 N 5.510 -1.161 0.356  -0.142
3 C 6.841 -1.163 -0.280  -0.058
4 C 4.609 -1.936 -0.391  -0.445
5 O 4.894 -2.455 -1.452  0.113
6 C 3.245 -2.229 0.239  -0.022
7 C 2.172 -1.275 -0.240  -0.348
8 C 0.897 -1.441 0.555  -0.046
9 N -0.117 -0.399 0.168  0.105
10 C 0.080 0.271 -1.166  -0.058
11 C 1.210 -0.289 -2.068  -0.143
12 O 1.802 -1.478 -1.589  -0.059
13 H 5.854 0.796 1.003  0.079
14 H 4.940 0.694 -0.490  0.101
15 H 4.145 0.325 1.060  0.077
16 H 7.530 -0.680 0.410  0.091
17 H 6.833 -0.594 -1.210  0.096
18 H 7.183 -2.175 -0.450  0.094
19 H 3.007 -3.249 -0.054  0.145
20 H 3.346 -2.154 1.322  0.135
21 H 2.532 -0.245 -0.122  0.138
22 H 1.064 -1.396 1.626  0.138
23 H 0.477 -2.405 0.271  0.148
24 H -1.045 -0.813 0.258  0.172
25 H -0.083 0.326 0.883  0.151
26 H -0.868 0.259 -1.697  0.116
27 H 0.284 1.321 -0.965  0.115
28 H 1.981 0.479 -2.167  0.132
29 H 0.837 -0.485 -3.069  0.137
30 N 1.063 4.501 1.002  0.013
31 C 0.227 3.448 1.243  -0.173
32 C -0.908 3.636 0.493  -0.131
33 C -0.748 4.848 -0.227  -0.093
34 C 0.478 5.357 0.110  -0.114
35 H 1.962 4.626 1.428  0.139
36 H 0.509 2.668 1.933  0.094
37 H -1.765 2.980 0.472  0.087
38 H -1.451 5.296 -0.908  0.100
39 H 0.979 6.255 -0.206  0.116
40 N 4.769 4.485 3.503  -0.005
41 C 4.810 4.334 4.864  -0.134
42 C 5.413 3.137 5.136  -0.103
43 C 5.758 2.542 3.892  -0.114
44 C 5.343 3.392 2.903  -0.161
45 H 4.395 5.282 3.025  0.136
46 H 4.416 5.092 5.519  0.110
47 H 5.600 2.736 6.118  0.095
48 H 6.260 1.601 3.744  0.089
49 H 5.418 3.325 1.831  0.095
50 N -1.986 0.150 3.505  -0.008
51 C -0.952 -0.536 4.095  -0.159
52 C -1.318 -1.853 4.183  -0.107
53 C -2.619 -1.969 3.620  -0.101
54 C -3.005 -0.720 3.213  -0.140
55 H -2.001 1.138 3.328  0.137
56 H -0.055 -0.026 4.405  0.106
57 H -0.723 -2.645 4.607  0.096
58 H -3.209 -2.866 3.536  0.097
59 H -3.915 -0.375 2.752  0.110
60 N -2.250 -2.649 -2.098  -0.008
61 C -3.076 -3.716 -1.857  -0.128
62 C -4.211 -3.536 -2.596  -0.097
63 C -4.067 -2.315 -3.314  -0.100
64 C -2.847 -1.793 -2.990  -0.145
65 H -1.342 -2.526 -1.692  0.114
66 H -2.785 -4.507 -1.187  0.111
67 H -5.051 -4.210 -2.625  0.097
68 H -4.774 -1.874 -3.998  0.088
69 H -2.355 -0.893 -3.319  0.098
70 N -7.610 -2.192 -4.147  -0.004
71 C -8.172 -2.968 -5.125  -0.139
72 C -9.103 -2.207 -5.779  -0.108
73 C -9.103 -0.921 -5.172  -0.110
74 C -8.172 -0.943 -4.169  -0.145
75 H -6.901 -2.493 -3.507  0.110
76 H -7.863 -3.988 -5.271  0.105
77 H -9.717 -2.534 -6.600  0.092
78 H -9.717 -0.079 -5.442  0.091
79 H -7.863 -0.182 -3.474  0.102

=====

No. 2
Molecular formula: C4H4N2S
Method: DFT, wB97M-V/def2-TZVPD

Energy above the lowest of the compared OMol25 structures with the same formula, charge and spin (kcal/mol): 26.2
SMILES: [H]/N=C1/N=CSC1=C

Each line ends with the natural charge from an NBO analysis.
CARTESIAN COORDINATES (ANGSTROEM)
1 C -0.504 1.762 -0.002  -0.344
2 C 0.134 0.589 -0.007  -0.250
3 C 1.626 -1.363 -0.007  -0.018
4 C -0.509 -0.765 -0.004  0.345
5 H -1.580 1.784 -0.016  0.205
6 H 0.042 2.688 0.016  0.214
7 H 2.518 -1.990 0.026  0.215
8 H -2.318 -0.215 0.000  0.330
9 N 0.450 -1.823 -0.004  -0.424
10 N -1.750 -1.050 0.000  -0.558
11 S 1.889 0.383 -0.003  0.285

=====

| no. | HOMO energy (eV) |
| --- | --- |
| 1 | -9.7 |
| 2 | -9.0 |